1.
94
Properties=species:S:1:pos:R:3:forces:R:3 method="wB97M-V/def2-TZVPD" total_energy_ev=-86729.295 homo_ev="-7.6 / -7.6" relative_energy_ev=0.000 largest_force_ev_per_a=1.55
Ce 0.07873 0.06578 -0.15029 0.10 0.16 -0.76
Cl -0.52108 -0.06598 -2.80813 0.02 -0.12 -0.14
P -0.39399 -2.94552 -1.63401 -0.16 -0.67 0.71
C 0.60723 -3.62856 -3.06158 -0.03 0.39 -0.15
C -0.25509 -4.36672 -0.42359 -0.13 -0.12 -0.51
C -2.11712 -3.10731 -2.33055 0.42 0.35 -0.05
C 1.97675 -2.94958 -3.14031 0.21 -0.02 -0.12
H 0.03341 -3.33147 -3.95445 0.13 -0.06 0.19
C 0.76190 -5.15247 -3.06410 0.11 -0.10 -0.21
H 1.36644 -5.48181 -2.21041 -0.11 -0.04 -0.29
H 1.29148 -5.45207 -3.97901 -0.08 0.05 0.17
H -0.19712 -5.68483 -3.04589 0.42 0.12 0.03
H 1.89091 -1.88065 -3.36828 -0.03 -0.23 0.10
H 2.57614 -3.43546 -3.92322 -0.07 0.17 0.10
H 2.53021 -3.04989 -2.19903 -0.09 0.02 -0.10
H -2.03821 -2.53372 -3.26693 0.02 -0.07 0.24
C -3.16706 -2.40609 -1.45662 -0.37 -0.03 -0.12
C -2.49682 -4.54274 -2.68485 -0.35 -0.09 -0.09
H -1.91807 -4.92258 -3.53381 -0.21 0.12 0.18
H -3.55759 -4.58463 -2.96292 0.13 0.00 -0.01
H -2.36128 -5.22376 -1.83648 -0.04 0.08 -0.22
H -2.77782 -1.58242 -0.84415 0.06 -0.15 -0.18
H -3.66980 -3.11364 -0.78960 0.11 0.09 -0.02
H -3.93636 -1.97319 -2.10931 0.07 -0.08 0.19
C 1.13334 -4.29133 0.22259 0.06 0.00 0.33
H -0.32777 -5.31528 -0.97000 0.03 0.20 0.19
C -1.40144 -4.33808 0.58082 -0.08 0.07 0.27
H 1.93544 -4.64006 -0.44463 -0.28 0.18 0.15
H 1.16378 -4.91827 1.12424 0.04 0.07 -0.13
H 1.38720 -3.26357 0.52841 -0.13 -0.31 -0.11
H -1.57663 -3.32816 0.96610 -0.03 -0.28 -0.10
H -1.15250 -4.97989 1.43495 -0.11 0.11 -0.05
H -2.35178 -4.69838 0.16572 0.34 0.09 0.01
H 1.62291 -0.66263 -0.90544 0.77 -0.21 -0.34
H -1.69328 0.43300 0.05277 -1.52 0.19 0.20
P 0.36060 2.74113 -1.68613 0.21 0.40 1.17
C -0.76474 3.53648 -2.93168 -0.10 -0.18 -0.16
C 0.33036 3.93540 -0.23836 0.22 0.18 -0.95
C 2.01785 2.96933 -2.49951 -0.32 -0.14 -0.09
C -2.15343 2.88781 -2.94800 -0.18 -0.05 -0.19
H -0.28311 3.31274 -3.89801 -0.10 0.03 0.22
C -0.88021 5.05612 -2.78489 -0.08 0.19 -0.08
H -1.36100 5.32096 -1.83602 0.06 0.04 -0.28
H -1.50856 5.43810 -3.60098 0.10 -0.04 0.18
H 0.08464 5.57269 -2.83934 -0.37 -0.11 0.08
H -2.09944 1.84965 -3.28543 -0.03 0.23 0.13
H -2.80681 3.44291 -3.63400 0.09 -0.07 0.12
H -2.62580 2.89396 -1.96057 0.05 0.01 -0.12
H 1.85220 2.49269 -3.47935 0.00 0.08 0.25
C 3.15222 2.19653 -1.80057 0.35 -0.18 -0.19
C 2.37934 4.43545 -2.74823 0.37 0.09 -0.11
H 1.75300 4.89490 -3.51933 0.16 -0.15 0.17
H 3.41790 4.50131 -3.09572 -0.13 -0.01 0.01
H 2.31156 5.03786 -1.83348 0.03 -0.12 -0.17
H 2.84268 1.52633 -0.98711 -0.08 0.17 -0.17
H 3.90043 2.88665 -1.39606 -0.13 -0.10 0.05
H 3.66413 1.55848 -2.53358 -0.05 0.15 0.21
C -1.06752 3.96617 0.39589 -0.15 -0.04 0.40
H 0.56318 4.92291 -0.66696 -0.16 -0.18 0.28
C 1.40479 3.58801 0.79340 0.14 -0.12 0.26
H -1.89636 3.95075 -0.32714 0.37 0.06 0.21
H -1.16238 4.88428 1.00127 -0.05 -0.35 -0.14
H -1.20704 3.10545 1.08105 0.10 0.34 -0.40
H 1.07421 2.74494 1.43161 0.18 0.27 -0.32
H 1.54868 4.45583 1.45368 0.08 -0.25 -0.10
H 2.38166 3.32614 0.35300 -0.39 0.25 0.12
C 0.44941 1.37581 5.55545 0.38 -0.08 0.01
Si -0.56396 1.67214 3.99813 -0.21 -0.46 -0.46
C -2.30418 1.17244 4.56399 -0.06 0.36 -0.03
C -0.50680 3.52622 3.76425 -0.15 0.37 0.02
C -0.16663 0.66289 2.43596 0.13 0.12 0.33
Si 0.72080 -0.89911 2.89311 -0.69 0.55 1.24
C -0.67289 -2.18764 3.01132 0.34 -0.55 -0.54
C 2.24514 -0.98325 1.78106 0.24 -0.31 -0.58
C 1.59269 -1.26772 4.52016 0.36 -0.06 0.32
H 0.43118 2.26506 6.20313 -0.10 -0.24 -0.19
H 1.49544 1.12512 5.35230 -0.20 0.17 0.21
H -0.01043 0.53785 6.09192 0.23 0.16 0.07
H -2.50263 1.60854 5.55350 -0.03 -0.08 -0.16
H -3.06132 1.56613 3.87220 0.03 -0.21 0.11
H -2.41855 0.08161 4.64747 0.05 0.27 -0.09
H -1.40402 3.87582 3.24414 0.13 0.08 0.03
H 0.36835 3.84355 3.18799 -0.19 -0.03 0.18
H -0.46821 4.01838 4.74574 -0.06 -0.06 -0.20
H -1.20892 0.35410 2.19418 0.15 0.04 0.04
H -1.54556 -1.90266 2.40816 0.19 -0.18 0.11
H -0.31841 -3.17874 2.70013 -0.31 0.05 0.22
H -1.01829 -2.26150 4.05815 0.30 0.18 -0.35
H 3.05218 -0.44559 2.31899 -0.53 -0.23 -0.12
H 2.57072 -2.02218 1.63081 0.22 0.37 -0.14
H 2.19758 -0.48661 0.78442 0.48 -0.58 0.45
H 2.41053 -0.56041 4.72241 -0.20 -0.31 0.05
H 0.91711 -1.29788 5.38657 0.28 0.00 -0.28
H 2.05156 -2.27238 4.41691 -0.21 0.37 -0.02

2.
120
Properties=species:S:1:pos:R:3:forces:R:3 method="wB97M-V/def2-TZVPD" total_energy_ev=-83190.538 homo_ev=-9.7 relative_energy_ev=15.277 largest_force_ev_per_a=11.63
H -2.58648 -1.91007 3.02400 -0.32 -0.58 -0.62
H -3.27154 -1.07868 4.13773 1.39 -0.54 -0.69
O -2.38774 -1.37318 3.78285 -1.33 0.99 1.10
H 0.34505 5.38048 -1.19478 -1.76 -1.85 -1.88
H -0.84610 5.69720 -2.08076 -0.71 0.29 -0.50
O -0.35545 4.92408 -1.82071 2.69 1.63 2.10
H 0.87513 0.48589 3.83485 -0.77 0.48 -1.12
H 0.40404 0.49646 2.32620 0.15 -0.03 -0.43
O 0.10843 0.55823 3.22997 -0.18 -1.16 0.58
H -4.15262 0.16957 1.95715 0.83 0.42 0.86
H -5.48801 -0.07463 2.73726 -0.43 -0.19 1.87
O -5.09070 0.04981 1.90991 -0.52 0.19 -2.53
H -2.18262 4.24016 -0.80644 3.96 -1.87 0.33
H -3.42605 4.22210 -1.82897 -0.09 -1.33 -1.70
O -2.98658 4.52407 -1.07616 -4.09 3.25 1.67
H 0.59245 -5.62070 -2.12261 -0.97 -0.11 -0.13
O 1.16058 -6.32773 -2.43727 3.92 2.95 1.13
H -1.62370 -5.24280 2.40272 -1.70 1.57 1.79
O -2.16052 -4.66678 3.07369 2.15 -1.68 -1.41
H -0.50425 -2.48050 -2.52039 0.67 0.55 -1.81
H -1.46892 -3.18262 -1.72854 0.16 0.18 0.52
O -0.67190 -2.63978 -1.61405 -0.93 -0.57 1.20
H -5.88111 1.25673 0.37285 1.26 -2.89 2.98
H -5.37966 2.66295 -0.12099 0.09 -0.67 0.34
O -6.01500 1.94169 -0.18804 -1.36 3.64 -3.32
H -1.37783 -4.18324 -4.47507 0.05 -2.06 0.76
H -1.35316 -2.96049 -5.02999 -0.63 1.13 1.11
O -1.67801 -3.34098 -4.17392 0.58 1.01 -1.92
H -2.62844 1.58022 -0.09831 0.15 1.01 1.59
H -2.91166 0.39269 -0.95285 -0.65 0.70 -0.70
O -2.83607 1.36778 -0.98510 -1.26 -1.43 -0.27
H -5.76341 -2.20920 -1.26436 -0.26 0.28 -0.50
O -5.60473 -2.01246 -2.20337 -5.54 3.04 2.12
H 4.26262 1.08175 -2.99816 -1.86 0.97 7.62
H 3.86652 0.65264 -4.15526 -3.15 -2.03 -2.80
O 4.59697 1.02674 -3.79188 5.00 1.05 -4.81
H 1.92710 -0.50627 4.62643 0.76 -3.11 -1.58
H 2.32013 -1.64830 3.33002 -0.60 1.34 2.58
O 1.93599 -1.48965 4.26763 0.06 1.33 -0.74
H 1.82193 1.96532 5.74502 0.17 0.02 -0.36
H 0.80370 0.91273 5.90016 -2.72 -1.50 2.62
O 1.39996 1.22460 5.29302 2.78 1.31 -1.31
H 2.60644 1.00483 -1.36351 -1.81 -0.79 -0.56
H 3.05280 2.47747 -1.19960 -1.79 3.54 -0.44
O 3.28478 1.61105 -1.16096 3.67 -2.94 0.82
H -0.47949 2.18840 3.82919 1.78 1.60 -1.11
H -0.63284 3.64593 3.61663 -1.98 2.94 0.67
O -0.05192 2.98938 3.37217 0.70 -3.28 1.12
H 4.70719 -2.21104 -0.34381 -2.52 -1.79 1.95
H 3.63184 -2.20993 0.77675 -2.28 3.74 3.16
O 4.01227 -2.79137 0.23170 5.26 -1.49 -5.29
H 0.99107 -1.06801 0.35456 -0.64 0.10 0.41
O 1.75066 -1.07653 -0.22453 0.20 -0.09 0.28
H 3.91234 0.26591 4.35352 0.56 -0.60 0.53
H 4.04706 -0.57660 5.62529 -0.84 -0.32 1.56
O 4.43308 -0.43830 4.79017 0.78 1.13 -2.06
H -0.37815 -0.78802 5.19586 2.17 -0.91 -6.34
O -0.82248 -0.83307 5.94051 -4.52 -0.43 7.84
H 1.07096 -0.52593 -3.79445 0.18 -1.68 0.24
H 1.87037 -1.50034 -2.55039 -1.21 3.62 -3.24
O 1.55154 -0.54934 -2.95579 1.66 -1.43 3.05
H -1.64575 0.35475 0.91270 0.50 -0.06 0.99
H -1.29189 0.29578 -0.43887 -0.10 1.51 -4.06
O -1.06720 -0.14778 0.31561 0.51 -1.61 3.62
H 0.46892 1.23942 0.12262 -4.87 -4.93 -1.86
H 1.76721 1.39231 0.70132 0.96 -0.30 0.13
O 1.04585 1.86015 0.30726 3.78 5.33 1.94
H -0.77513 4.58656 1.51189 -2.97 5.98 6.78
H 0.05689 3.17172 1.36023 -1.75 2.95 -0.66
O -0.46431 4.01330 0.98243 4.56 -8.37 -6.66
H -0.11419 2.49779 -3.86858 1.03 0.95 -0.76
H 1.21843 2.99189 -4.54780 5.47 1.26 1.54
O 0.37861 2.79577 -4.71007 -6.33 -1.94 -0.15
H 1.79316 5.55468 0.17627 -1.26 -0.05 0.93
H 3.13727 5.25712 -0.18795 0.80 -0.10 -0.35
O 2.41156 5.79848 -0.49266 0.35 0.07 -0.35
H 2.31747 -4.90195 1.79534 2.35 0.35 -1.35
H 3.74141 -4.49549 0.90489 -0.84 0.84 0.31
O 3.14782 -5.15566 1.27563 -1.40 -1.69 1.75
H 6.55040 -1.72228 -0.80523 2.48 -8.03 3.04
H 6.14579 -0.25567 -0.38259 -0.19 0.44 1.58
O 6.34729 -0.92866 -1.00714 -2.19 7.12 -4.72
H -2.46011 2.54299 2.27998 0.39 -0.37 0.60
H -1.68577 1.31505 2.98476 -0.65 0.25 -0.94
O -2.33333 1.58134 2.28882 -0.20 -0.99 -0.08
H 1.74240 -3.33678 0.07852 -0.22 -0.11 0.20
H 1.04895 -4.64157 -0.43413 -2.22 -1.66 1.25
O 1.70475 -4.02739 -0.58200 2.08 1.80 -2.27
H -2.79236 4.27408 1.95007 -0.60 0.43 -3.11
O -2.80544 4.28957 2.86397 0.81 -0.10 3.17
H -4.20422 -1.42433 0.71758 -2.07 1.20 -0.31
H -2.77101 -1.40528 0.93796 3.77 2.39 -0.21
O -3.47613 -1.95931 0.90847 -1.42 -4.04 0.29
H 1.35416 -1.50081 -0.99731 -0.08 0.17 0.13
H 2.06299 -5.74670 -2.17571 -2.96 -2.81 -1.03
H -1.63282 -1.43682 6.06104 2.58 1.41 -1.46
H -3.02720 -4.55999 2.69901 -0.54 0.03 -0.44
H -4.87321 -2.45464 -2.35658 5.81 -3.35 -1.63
H -3.68984 4.34607 3.22279 -0.35 0.09 -0.36
O 0.38896 -3.54483 2.91067 1.67 -0.10 -1.44
H -0.45299 -3.74501 3.26248 -1.57 -0.12 0.78
H 0.83862 -2.94801 3.50355 -0.09 0.31 0.66
O -0.89874 2.25446 -2.24872 0.08 2.00 0.19
H -1.86703 2.07476 -2.25251 0.91 -0.11 0.03
H -0.81043 3.18693 -1.82806 0.14 -1.93 -1.14
O 1.95792 -2.98549 -3.61698 0.30 -3.75 -0.98
H 2.28582 -3.65355 -4.36360 -1.05 2.01 2.73
H 1.65578 -3.55308 -2.82614 0.79 0.83 -1.62
O -3.07391 0.35580 -3.28450 5.01 -3.42 2.36
H -2.38075 -0.42983 -3.51994 -2.31 2.78 0.96
H -3.52615 0.39430 -4.05667 -2.58 0.36 -3.76
O -0.82599 1.50779 -6.76702 1.11 2.56 2.00
H -0.14484 2.24699 -6.46705 -1.91 -2.08 -1.04
H -1.28071 1.45969 -5.87789 0.43 -0.23 -1.73
O 5.49792 0.98761 0.59229 4.59 1.49 1.04
H 5.98278 1.87691 0.54887 -1.10 -2.05 0.05
H 4.62037 1.17865 0.46147 -3.48 0.78 -1.02
O -0.15973 -0.38414 -5.07217 1.48 1.40 1.04
H 0.57099 -0.27836 -5.73760 -1.32 0.05 0.54
H -0.05513 0.46040 -4.50985 -0.47 -1.50 -1.49

3.
15
Properties=species:S:1:pos:R:3:forces:R:3 method="wB97M-V/def2-TZVPD" total_energy_ev=-17626.223 homo_ev=-10.5 relative_energy_ev=3.981 largest_force_ev_per_a=3.89
C 1.76520 -2.25838 0.82964 3.82 -0.34 -0.65
C -0.74039 3.04016 -0.55262 -1.21 0.88 2.17
C 0.69939 -1.81703 1.36749 -2.59 -0.49 2.24
N -0.52044 2.14774 0.55857 -0.60 -1.38 0.02
O 1.96285 2.07617 0.45476 1.91 0.37 -0.79
S 0.76737 1.60949 1.07240 -1.08 0.03 0.77
H -3.49437 -3.04908 -3.44735 0.84 -0.80 0.67
H 2.39417 -1.54562 0.23365 -0.40 -1.31 0.24
H 2.14032 -3.20084 1.29675 0.13 0.71 -1.28
H -1.09208 3.90857 0.08742 -0.06 -0.29 -1.68
H -1.52857 2.62652 -1.19908 0.30 0.42 0.26
H 0.15769 3.29972 -1.05040 0.79 0.23 -0.75
H 0.25953 -0.87702 1.29869 -0.58 1.36 -0.67
H 0.23102 -2.44338 2.10849 -0.43 -0.19 0.13
H -3.00170 -3.51702 -3.05842 -0.84 0.80 -0.67

4.
8
Properties=species:S:1:pos:R:3:forces:R:3 method="wB97M-V/def2-TZVPD" total_energy_ev=-8928.806 homo_ev="-9.5 / -9.5" relative_energy_ev=6.190 largest_force_ev_per_a=2.93
C -1.25174 -0.22475 -0.38756 -1.58 -0.05 0.21
C 0.80164 0.60739 0.77395 1.12 1.27 -0.03
O -1.68787 0.57094 0.40461 0.22 0.82 0.20
O 1.50957 0.78631 -0.07094 -0.05 2.00 -1.42
F 2.31315 -0.60627 -0.86313 0.39 -1.28 -0.27
H -1.18052 -1.23566 -0.05291 0.60 -1.30 -0.05
H 0.58724 0.09005 1.61916 -1.14 -1.68 2.12
H -1.09147 0.01199 -1.42317 0.43 0.22 -0.76

5.
14
Properties=species:S:1:pos:R:3:forces:R:3 method="wB97M-V/def2-TZVPD" total_energy_ev=-19693.794 homo_ev=-7.7 relative_energy_ev=2.413 largest_force_ev_per_a=4.66
O -4.15784 -0.91634 0.34821 -2.14 0.94 -0.57
C -3.20405 -0.13263 0.82929 -0.33 4.50 1.15
O -3.39510 1.03994 1.17836 0.18 -2.23 -0.58
O -2.03211 -0.72942 0.88350 1.90 2.02 0.56
H -3.52540 -7.49006 -0.91366 0.03 0.18 -0.21
O -3.72334 -5.42905 -0.89055 -0.29 -0.32 0.02
C -3.35765 -6.65327 -1.59776 0.09 -0.60 -0.15
C -1.89100 -6.40795 -1.93286 0.04 -0.62 -0.17
O -1.66184 -5.08066 -1.37135 0.41 -0.24 -0.16
C -2.73175 -4.60516 -0.82986 -0.13 -2.67 -2.60
H -4.00882 -6.73483 -2.47287 0.15 0.01 0.24
H -1.68112 -6.35189 -3.00459 -0.03 -0.03 0.27
H -1.19883 -7.09637 -1.44010 -0.17 0.13 -0.16
Pb -2.84308 -2.47149 0.18274 0.29 -1.05 2.37

6.
15
Properties=species:S:1:pos:R:3:forces:R:3 method="wB97M-V/def2-TZVPD" total_energy_ev=-10416.345 homo_ev=-9.2 relative_energy_ev=4.658 largest_force_ev_per_a=0.65
C 2.21402 -0.77838 -0.68707 0.19 -0.04 0.07
C -0.13730 -0.97902 -1.47907 -0.34 -0.19 0.12
O -0.65834 -0.77291 -0.24949 0.04 0.00 -0.13
C -0.77082 0.53219 0.17226 0.15 0.45 -0.04
O -0.02580 1.40528 -0.17486 -0.40 -0.50 0.12
C -1.88626 0.71258 1.16574 0.00 -0.26 -0.07
O -1.83111 1.98050 1.74296 0.02 0.14 -0.05
H 2.74290 0.14407 -0.45161 0.13 -0.12 0.02
H 1.83518 -1.24097 0.22909 0.08 0.13 -0.25
H 2.83549 -1.48244 -1.24082 0.03 0.13 0.10
H 0.12734 -2.05825 -1.44122 -0.21 0.12 -0.04
H 1.38985 -0.42812 -1.36243 0.30 -0.02 0.07
H -2.82946 0.53788 0.62342 0.09 0.06 0.08
H -1.80932 -0.06805 1.93282 0.01 0.11 -0.09
H -1.19639 2.49565 1.22029 -0.08 -0.01 0.10

Please write out number 3 again, unchanged.
15
Properties=species:S:1:pos:R:3:forces:R:3 method="wB97M-V/def2-TZVPD" total_energy_ev=-17626.223 homo_ev=-10.5 relative_energy_ev=3.981 largest_force_ev_per_a=3.89
C 1.76520 -2.25838 0.82964 3.82 -0.34 -0.65
C -0.74039 3.04016 -0.55262 -1.21 0.88 2.17
C 0.69939 -1.81703 1.36749 -2.59 -0.49 2.24
N -0.52044 2.14774 0.55857 -0.60 -1.38 0.02
O 1.96285 2.07617 0.45476 1.91 0.37 -0.79
S 0.76737 1.60949 1.07240 -1.08 0.03 0.77
H -3.49437 -3.04908 -3.44735 0.84 -0.80 0.67
H 2.39417 -1.54562 0.23365 -0.40 -1.31 0.24
H 2.14032 -3.20084 1.29675 0.13 0.71 -1.28
H -1.09208 3.90857 0.08742 -0.06 -0.29 -1.68
H -1.52857 2.62652 -1.19908 0.30 0.42 0.26
H 0.15769 3.29972 -1.05040 0.79 0.23 -0.75
H 0.25953 -0.87702 1.29869 -0.58 1.36 -0.67
H 0.23102 -2.44338 2.10849 -0.43 -0.19 0.13
H -3.00170 -3.51702 -3.05842 -0.84 0.80 -0.67